A molecular structure, C37H64Cl2FNOSSbW, computed with ωB97M-V/def2-TZVPD.

The geometry in XYZ format:
```
109
Properties=species:S:1:pos:R:3
W -0.45 -0.07 0.37
Cl -0.66 -0.47 3.42
C -1.31 -2.07 3.07
Cl -1.28 -2.30 1.27
H -2.35 -2.12 3.38
H -0.69 -2.84 3.51
C 0.54 -3.32 -3.42
C 0.05 -3.35 -1.97
C 0.37 -4.70 -1.34
C -1.44 -3.04 -1.91
C -2.33 -4.05 -2.26
C -3.69 -3.85 -2.25
C -4.20 -2.61 -1.88
C -3.37 -1.55 -1.53
C -4.08 -0.30 -1.05
C -3.64 1.06 -1.59
C -4.15 -0.29 0.48
C -1.98 -1.79 -1.56
N -1.06 -0.66 -1.35
C -0.79 0.11 -2.52
C -1.22 -0.21 -3.81
C -0.92 0.66 -4.85
C -0.22 1.84 -4.63
C 0.20 2.18 -3.35
C -0.11 1.29 -2.37
F 0.27 1.54 -1.03
H 1.59 -3.61 -3.47
H 0.44 -2.34 -3.88
H -0.02 -4.03 -4.02
H 0.58 -2.58 -1.41
H -0.02 -5.53 -1.94
H -0.04 -4.81 -0.34
H 1.45 -4.84 -1.29
H -1.94 -5.02 -2.55
H -4.36 -4.64 -2.54
H -5.27 -2.46 -1.87
H -5.11 -0.43 -1.40
H -2.69 1.41 -1.16
H -4.40 1.81 -1.33
H -3.54 1.07 -2.67
H -3.19 0.02 0.90
H -4.40 -1.28 0.87
H -4.90 0.41 0.83
H -1.77 -1.12 -3.99
H -1.24 0.41 -5.85
H -0.01 2.51 -5.46
H 0.74 3.10 -3.14
C 2.37 -2.33 2.97
C 3.13 -2.15 1.67
C 4.63 -2.12 1.96
C 2.77 -3.28 0.71
Sb 2.46 -0.30 0.66
C 3.52 -0.19 -1.29
C 4.92 -0.77 -1.11
C 3.62 1.25 -1.76
C 2.75 -1.03 -2.30
C 2.91 1.51 1.84
C 2.46 2.75 1.08
C 4.42 1.55 2.09
C 2.15 1.46 3.17
H 2.62 -3.31 3.38
H 1.29 -2.30 2.82
H 2.64 -1.59 3.73
H 4.86 -3.02 2.55
H 4.94 -1.27 2.56
H 5.25 -2.16 1.07
H 3.07 -4.23 1.16
H 3.29 -3.20 -0.25
H 1.70 -3.32 0.53
H 5.49 -0.30 -0.30
H 5.47 -0.59 -2.04
H 4.90 -1.85 -0.95
H 4.30 1.84 -1.14
H 2.66 1.76 -1.82
H 4.05 1.24 -2.77
H 2.68 -2.07 -2.00
H 3.29 -1.00 -3.25
H 1.74 -0.65 -2.48
H 3.02 2.92 0.17
H 2.63 3.62 1.73
H 1.40 2.72 0.84
H 5.00 1.50 1.18
H 4.75 0.77 2.77
H 4.66 2.51 2.57
H 1.08 1.58 3.02
H 2.49 2.30 3.79
H 2.32 0.55 3.74
C -3.90 2.50 4.66
C -4.12 1.88 3.29
C -3.42 2.68 2.18
S -1.62 2.52 2.34
O -1.18 1.64 1.09
C -0.98 4.15 1.91
C -1.01 4.54 0.44
C -2.40 4.73 -0.17
H -4.40 1.92 5.43
H -4.29 3.52 4.70
H -2.84 2.53 4.93
H -5.18 1.87 3.05
H -3.78 0.84 3.26
H -3.65 3.74 2.26
H -3.65 2.34 1.17
H 0.04 4.14 2.30
H -1.57 4.82 2.55
H -0.45 3.81 -0.13
H -0.44 5.47 0.38
H -2.91 3.78 -0.34
H -2.31 5.23 -1.14
H -3.03 5.37 0.45
```

Summary:
**Energy relative to the best compared isomer or geometry (same formula, charge and spin)**: 0.069 eV
**Total charge**: +3
**Expectation value of S²**: 2.034
**Highest occupied orbital energy (spin up / spin down)**: -16.3167 / -16.3204 eV
**2S+1**: 3



A single C4H6BrFO molecule, computed with ωB97M-V/def2-TZVPD.

The geometry in XYZ format:
```
13
Properties=species:S:1:pos:R:3
C -0.95 0.74 -0.95
C -0.40 -0.49 -0.27
C 0.33 1.30 -1.26
C 0.03 -0.63 1.17
O 1.05 -1.51 1.26
F 1.04 1.85 -0.25
Br 1.61 0.71 -2.44
H -1.59 0.39 -1.83
H -1.49 1.42 -0.25
H -0.19 -1.30 -0.86
H -0.89 -0.91 1.80
H 0.24 0.30 1.76
H 1.23 -1.89 2.11
```

Summary:
**Energy relative to the best compared isomer or geometry (same formula, charge and spin)**: 3.804 eV
**Total charge**: 0
**Highest occupied orbital energy (spin up / spin down)**: -7.5678 / -7.7019 eV



A molecular structure, C11H21N3O4, computed with ωB97M-V/def2-TZVPD.

The geometry in XYZ format:
```
39
Properties=species:S:1:pos:R:3
C -1.89 1.33 0.24
C -0.43 1.40 -0.33
C -2.51 -0.13 -0.52
C -3.86 -0.69 -0.10
C -4.15 -1.89 -0.97
C -3.86 -1.49 1.46
C 1.78 1.04 -0.02
C 2.36 -0.08 -1.05
C 2.68 0.77 1.29
C 4.28 0.53 1.12
C 4.46 -0.69 0.29
H -3.04 3.10 0.50
H -1.87 2.60 -1.02
H -1.93 1.06 1.37
H -2.65 0.26 -1.63
H -1.70 -1.15 -0.71
H -4.57 0.23 -0.11
H -3.64 -2.73 -0.64
H -3.81 -1.57 -1.98
H -5.13 -2.28 -1.00
H -5.05 -1.42 1.52
H -3.10 -0.67 2.32
H -3.13 -2.56 1.40
H 0.30 0.19 1.27
H 1.86 2.10 -0.59
H 2.24 1.41 2.15
H 2.39 -0.16 1.82
H 4.94 1.25 0.59
H 4.73 0.34 2.12
H 4.99 -1.22 -1.43
H 5.46 0.54 -1.07
H 2.08 -1.47 -2.34
N -2.72 2.29 -0.18
N 0.45 0.78 0.41
N 5.30 -0.48 -0.79
O -0.35 2.12 -1.27
O 3.69 0.01 -1.29
O 3.93 -1.66 0.75
O 1.48 -1.00 -1.60
```

Summary:
**Energy relative to the best compared isomer or geometry (same formula, charge and spin)**: 13.352 eV
**Total charge**: 0
**Highest occupied orbital energy**: -8.3167 eV